[1]
{
  "formula": "C32H57F9N2O18S4",
  "method": "ωB97M-V/def2-TZVPD",
  "elements": ["C", "C", "O", "C", "O", "C", "F", "F", "F", "H", "H", "H", "H", "H", "C", "C", "O", "C", "O", "C", "F", "F", "F", "H", "H", "H", "H", "H", "C", "C", "O", "C", "O", "C", "F", "F", "F", "H", "H", "H", "H", "H", "C", "C", "O", "S", "C", "O", "O", "H", "H", "H", "H", "H", "H", "H", "H", "C", "C", "O", "S", "C", "O", "O", "H", "H", "H", "H", "H", "H", "H", "H", "C", "C", "O", "S", "C", "O", "O", "H", "H", "H", "H", "H", "H", "H", "H", "C", "C", "O", "S", "C", "O", "O", "H", "H", "H", "H", "H", "H", "H", "H", "C", "C", "C", "N", "C", "H", "H", "H", "H", "H", "C", "C", "C", "N", "C", "H", "H", "H", "H", "H"],
  "coordinates": [[1.703, 3.404, 1.717], [3.037, 4.031, 1.462], [3.480, 3.495, 0.195], [4.538, 4.075, -0.362], [5.180, 5.021, 0.050], [4.845, 3.455, -1.822], [5.401, 4.465, -2.491], [5.688, 2.458, -1.768], [3.699, 3.139, -2.421], [1.301, 3.804, 2.672], [1.802, 2.318, 1.898], [1.052, 3.639, 0.872], [3.857, 3.757, 2.156], [2.999, 5.184, 1.400], [-4.551, 1.521, 6.233], [-4.662, 2.916, 5.663], [-4.256, 2.883, 4.195], [-2.923, 2.809, 4.021], [-2.031, 2.889, 4.780], [-2.591, 2.432, 2.542], [-1.300, 2.003, 2.404], [-3.328, 1.406, 1.927], [-2.733, 3.552, 1.818], [-4.685, 1.528, 7.319], [-3.516, 1.103, 6.079], [-5.324, 0.831, 5.887], [-4.021, 3.674, 6.153], [-5.691, 3.239, 5.638], [-3.256, 2.230, -1.755], [-4.112, 1.043, -2.051], [-3.823, 0.033, -1.006], [-4.546, -1.044, -1.065], [-5.557, -1.210, -1.606], [-3.900, -2.207, -0.209], [-4.695, -3.262, -0.155], [-2.740, -2.577, -0.764], [-3.633, -1.871, 1.052], [-3.415, 2.959, -2.576], [-2.206, 1.941, -1.645], [-3.456, 2.643, -0.774], [-3.908, 0.564, -3.014], [-5.143, 1.345, -1.946], [-2.349, -2.978, -4.444], [-1.092, -2.414, -3.801], [-0.550, -1.459, -4.746], [-0.448, 0.061, -4.406], [1.139, 0.181, -3.798], [-0.396, 0.767, -5.622], [-1.397, 0.386, -3.347], [-3.094, -2.181, -4.593], [-2.836, -3.685, -3.730], [-2.129, -3.412, -5.429], [-1.427, -1.963, -2.887], [-0.308, -3.129, -3.633], [1.793, -0.243, -4.509], [1.184, -0.263, -2.800], [1.340, 1.263, -3.681], [-0.319, 3.721, -3.590], [0.399, 4.603, -2.625], [-0.513, 4.876, -1.464], [-0.113, 6.035, -0.459], [-0.942, 7.405, -1.247], [-0.855, 5.837, 0.722], [1.316, 6.330, -0.432], [-0.577, 2.753, -3.144], [0.319, 3.511, -4.456], [-1.217, 4.142, -4.047], [1.322, 4.209, -2.207], [0.559, 5.577, -3.133], [-1.084, 8.232, -0.516], [-1.827, 7.127, -1.773], [-0.205, 7.823, -1.956], [-1.246, -6.888, 2.576], [-0.569, -5.962, 1.583], [-0.908, -6.311, 0.177], [0.177, -6.101, -0.963], [-0.339, -7.565, -1.834], [-0.068, -4.906, -1.728], [1.428, -6.306, -0.305], [-1.741, -6.188, 3.267], [-0.497, -7.507, 3.069], [-1.988, -7.528, 2.159], [-1.050, -5.034, 1.768], [0.479, -5.919, 1.684], [-1.355, -7.384, -2.267], [-0.222, -8.455, -1.211], [0.345, -7.640, -2.662], [4.019, -0.184, 3.145], [2.595, -0.312, 3.533], [2.202, -1.632, 3.290], [0.805, -2.065, 3.958], [-0.406, -1.326, 2.850], [0.838, -3.484, 3.784], [0.742, -1.541, 5.278], [4.204, 0.042, 2.082], [4.542, -1.103, 3.260], [4.493, 0.565, 3.814], [2.408, -0.033, 4.583], [1.984, 0.453, 3.010], [-1.371, -1.592, 3.244], [-0.327, -1.822, 1.928], [-0.293, -0.263, 2.650], [0.530, 0.790, -0.297], [-0.137, -0.456, -0.595], [0.820, -1.460, -0.651], [2.023, -0.852, -0.343], [1.890, 0.502, -0.165], [0.073, 1.728, -0.335], [-1.179, -0.576, -0.830], [0.837, -2.456, -0.948], [2.892, -1.369, -0.439], [2.677, 1.215, -0.066], [3.689, -3.825, -0.193], [4.841, -3.077, 0.040], [5.165, -2.440, -1.166], [4.251, -2.894, -2.061], [3.353, -3.731, -1.492], [3.088, -4.351, 0.546], [5.242, -2.876, 1.038], [5.901, -1.759, -1.541], [4.301, -2.685, -3.034], [2.589, -4.166, -2.139]],
  "mulliken_charge": [0.84, -0.75, 0.07, 0.29, -0.54, 0.85, -0.27, -0.26, -0.18, 0.56, -0.98, -0.44, 0.45, 0.32, -1.00, -0.19, -0.34, 0.06, -0.48, 1.08, -0.15, -0.26, -0.26, 0.37, 0.30, 0.29, 0.30, 0.30, -0.21, -0.61, 0.03, 0.23, -0.51, 0.84, -0.28, -0.21, -0.24, 0.36, -0.44, 0.27, 0.27, 0.50, -1.41, 1.12, -0.44, 1.08, -0.25, -0.68, -0.46, 0.31, 0.32, 0.36, -0.53, 0.24, 0.58, -0.18, 0.06, -1.06, 0.32, -0.10, 1.12, -1.13, -0.57, -0.60, -0.22, 0.48, 0.41, -0.18, 0.57, 0.38, 0.31, 0.37, -1.38, 0.33, -0.34, 1.04, -1.19, -0.34, -0.63, 0.33, 0.34, 0.37, -0.02, 0.36, 0.30, 0.35, 0.46, -1.31, 0.14, -0.26, 1.21, -0.15, -0.60, -0.69, 0.15, 0.41, 0.34, 0.60, -0.14, 0.63, -0.15, -0.22, 0.67, -0.12, -1.13, 1.47, -2.37, 0.73, -0.49, 0.67, -0.17, 0.75, 0.15, -0.81, -0.77, 0.13, -0.85, 0.49, 0.44, 0.47, 0.21, 0.44],
  "molar_mass_g_mol": 1057.05,
  "homo_lumo_gap_ev": 8.627,
  "homo_energy_ev": -8.382,
  "smiles": "CCOC(=O)C(F)(F)F.CCOC(=O)C(F)(F)F.CCOC(=O)C(F)(F)F.CCOS(C)(=O)=O.CCOS(C)(=O)=O.CCOS(C)(=O)=O.CCOS(C)(=O)=O.c1cc[nH]c1.c1cc[nH]c1",
  "multiplicity": 1
}



[2]
{
  "formula": "C20H60F2N23O12",
  "method": "ωB97M-V/def2-TZVPD",
  "elements": ["C", "C", "C", "N", "F", "C", "C", "C", "O", "C", "C", "C", "F", "H", "H", "H", "H", "H", "H", "H", "H", "H", "H", "H", "H", "H", "H", "H", "H", "C", "O", "N", "N", "H", "H", "H", "H", "C", "O", "N", "N", "H", "H", "H", "H", "C", "O", "N", "N", "H", "H", "H", "H", "C", "O", "N", "N", "H", "H", "H", "H", "C", "O", "N", "N", "H", "H", "H", "H", "C", "O", "N", "N", "H", "H", "H", "H", "C", "O", "N", "N", "H", "H", "H", "H", "C", "O", "N", "N", "H", "H", "H", "H", "C", "O", "N", "N", "H", "H", "H", "H", "C", "O", "N", "N", "H", "H", "H", "H", "C", "O", "N", "N", "H", "H", "H", "H"],
  "coordinates": [[1.962, -1.494, 2.365], [1.417, -1.410, 1.272], [0.892, -1.314, -0.170], [0.755, 0.047, -0.778], [0.697, -0.262, -2.146], [1.938, 0.953, -0.712], [2.362, 1.696, 0.592], [1.343, 1.947, 1.762], [3.517, 0.990, 1.165], [-0.600, 0.706, -0.581], [-1.387, 0.277, 0.710], [-2.438, 1.468, 1.025], [-2.230, -0.874, 0.462], [2.552, -1.358, 3.316], [-0.064, -1.937, -0.229], [1.639, -1.886, -0.847], [2.833, 0.338, -1.082], [1.787, 1.734, -1.536], [2.787, 2.718, 0.297], [0.333, 2.361, 1.418], [1.133, 1.078, 2.448], [1.777, 2.774, 2.424], [4.036, 1.720, 1.573], [-1.293, 0.546, -1.474], [-0.394, 1.827, -0.570], [-0.779, 0.168, 1.652], [-2.312, 2.295, 0.245], [-3.498, 1.098, 1.112], [-2.114, 1.955, 2.007], [4.485, -2.314, -2.331], [3.506, -1.784, -1.809], [5.746, -2.147, -1.853], [4.386, -3.104, -3.419], [6.558, -2.570, -2.262], [5.856, -1.564, -1.040], [3.455, -3.252, -3.802], [5.172, -3.545, -3.861], [-3.012, -2.628, 3.706], [-2.109, -3.423, 3.925], [-4.049, -2.443, 4.561], [-3.053, -1.860, 2.585], [-4.798, -1.793, 4.399], [-4.054, -2.993, 5.403], [-2.304, -1.969, 1.931], [-3.784, -1.202, 2.386], [-4.731, 2.231, 4.515], [-4.638, 1.074, 4.122], [-3.802, 2.813, 5.308], [-5.779, 3.032, 4.187], [-3.862, 3.760, 5.642], [-3.011, 2.251, 5.575], [-6.492, 2.636, 3.598], [-5.874, 3.981, 4.498], [1.301, -4.741, -4.933], [1.873, -4.097, -4.057], [1.798, -5.895, -5.435], [0.122, -4.347, -5.471], [1.344, -6.436, -6.151], [2.673, -6.219, -5.058], [-0.280, -3.492, -5.121], [-0.364, -4.856, -6.187], [-3.158, -2.311, -4.550], [-2.489, -1.767, -5.414], [-2.894, -2.173, -3.222], [-4.224, -3.102, -4.836], [-3.431, -2.611, -2.496], [-2.112, -1.595, -2.969], [-4.453, -3.229, -5.807], [-4.785, -3.557, -4.139], [-1.435, -8.142, -7.233], [-0.260, -8.293, -6.930], [-2.454, -8.559, -6.439], [-1.821, -7.544, -8.391], [-3.424, -8.445, -6.669], [-2.207, -9.007, -5.573], [-1.093, -7.222, -9.006], [-2.779, -7.411, -8.658], [-4.317, 5.775, 8.031], [-4.221, 4.614, 7.634], [-3.392, 6.352, 8.824], [-5.364, 6.575, 7.701], [-3.451, 7.296, 9.156], [-2.601, 5.791, 9.089], [-6.076, 6.180, 7.110], [-5.462, 7.524, 8.012], [2.237, 5.325, -3.110], [2.803, 5.964, -2.235], [2.734, 4.161, -3.605], [1.063, 5.721, -3.665], [2.283, 3.619, -4.326], [3.603, 3.833, -3.219], [0.662, 6.580, -3.327], [0.586, 5.210, -4.386], [4.580, -5.181, 4.285], [5.469, -5.981, 4.512], [3.524, -5.001, 5.123], [4.565, -4.397, 3.172], [2.781, -4.348, 4.954], [3.499, -5.562, 5.957], [5.331, -4.503, 2.527], [3.843, -3.733, 2.965], [-0.266, 6.901, 7.536], [-1.269, 7.475, 7.927], [-0.309, 5.675, 6.948], [0.978, 7.434, 7.653], [0.502, 5.184, 6.619], [-1.215, 5.247, 6.844], [1.050, 8.341, 8.084], [1.814, 6.978, 7.338], [3.103, 2.556, -6.912], [2.132, 3.087, -6.390], [4.367, 2.713, -6.439], [3.000, 1.765, -8.009], [5.175, 2.287, -6.853], [4.483, 3.295, -5.626], [2.079, 1.626, -8.389], [3.783, 1.321, -8.453]],
  "mulliken_charge": [0.12, -0.84, -0.19, 0.66, -0.21, -0.95, 0.32, -0.98, -0.53, -1.23, 0.97, -1.21, -0.45, 0.44, 0.49, 0.35, 0.25, 0.40, 0.60, 0.19, 0.09, 0.43, 0.35, 0.30, 0.54, 0.09, 0.34, 0.38, 0.22, 0.48, -0.55, -0.39, -0.31, 0.16, 0.23, 0.26, 0.16, 0.62, -0.69, -0.36, -0.19, 0.19, 0.22, 0.13, 0.18, 0.62, -0.68, -0.21, -0.38, 0.12, 0.16, 0.21, 0.15, 0.65, -0.76, -0.33, -0.24, 0.16, 0.20, 0.12, 0.12, 0.64, -0.65, -0.26, -0.40, 0.16, 0.13, 0.23, 0.16, 0.70, -0.66, -0.40, -0.40, 0.17, 0.22, 0.22, 0.16, 0.68, -0.73, -0.35, -0.39, 0.18, 0.21, 0.20, 0.16, 0.59, -0.68, -0.25, -0.37, 0.13, 0.18, 0.22, 0.19, 0.58, -0.63, -0.32, -0.31, 0.15, 0.21, 0.16, 0.17, 0.65, -0.62, -0.31, -0.42, 0.15, 0.20, 0.23, 0.15, 0.68, -0.68, -0.34, -0.42, 0.17, 0.20, 0.22, 0.16],
  "molar_mass_g_mol": 852.85,
  "homo_lumo_gap_ev": 8.829,
  "homo_energy_ev": -10.951,
  "multiplicity": 1,
  "total_charge": 1
}



[3]
{
  "formula": "H3O5P2",
  "method": "ωB97M-V/def2-TZVPD",
  "elements": ["O", "O", "O", "O", "O", "P", "P", "H", "H", "H"],
  "coordinates": [[-1.460, -1.484, -0.560], [-2.203, 0.934, -0.213], [0.867, -0.024, -1.291], [2.500, 0.872, 0.358], [0.417, -0.008, 1.146], [0.932, 0.933, 0.032], [-1.639, -0.333, 0.274], [0.083, -0.063, -1.820], [2.601, -0.069, 0.460], [-2.099, -0.757, 1.615]],
  "mulliken_charge": [-0.54, -0.55, -0.39, -0.35, -0.47, 0.03, 0.68, 0.32, 0.26, 0.02],
  "molar_mass_g_mol": 144.97,
  "relative_energy_ev": 1.211,
  "homo_lumo_gap_ev": 8.317,
  "homo_energy_ev": -4.122,
  "multiplicity": 1,
  "total_charge": -1
}



[4]
{
  "formula": "C21H22N4O4PdS",
  "method": "ωB97M-V/def2-TZVPD",
  "elements": ["Pd", "C", "C", "C", "C", "C", "C", "C", "S", "O", "O", "N", "C", "C", "O", "O", "H", "H", "H", "H", "H", "H", "H", "H", "H", "N", "C", "C", "C", "C", "C", "C", "C", "C", "N", "C", "H", "H", "H", "H", "H", "H", "H", "H", "C", "C", "C", "N", "H", "H", "H", "H", "H"],
  "coordinates": [[1.052, -0.876, -0.576], [4.019, -5.894, -0.438], [3.727, -4.416, -0.338], [3.698, -3.794, 0.908], [3.508, -2.429, 1.024], [3.308, -1.656, -0.119], [3.337, -2.271, -1.376], [3.544, -3.635, -1.480], [3.264, 0.179, -0.045], [3.216, 0.591, -1.446], [4.544, 0.502, 0.597], [2.013, 0.755, 0.710], [2.019, 0.638, 2.132], [1.314, -0.632, 2.722], [1.336, -0.739, 3.958], [0.778, -1.434, 1.924], [5.083, -6.086, -0.260], [3.769, -6.273, -1.429], [3.448, -6.454, 0.305], [3.847, -4.390, 1.803], [3.527, -1.957, 1.994], [3.249, -1.648, -2.261], [3.580, -4.108, -2.456], [1.481, 1.503, 2.554], [3.056, 0.658, 2.509], [-1.585, -0.443, 0.554], [-1.931, 0.865, 0.529], [-2.970, 1.389, 1.295], [-3.267, 2.747, 1.265], [-2.550, 3.618, 0.480], [-1.504, 3.134, -0.332], [-0.711, 3.962, -1.152], [0.292, 3.399, -1.901], [0.469, 2.012, -1.886], [-0.279, 1.204, -1.162], [-1.216, 1.742, -0.351], [-0.577, -0.602, 0.265], [-1.858, -0.957, 1.381], [-3.534, 0.728, 1.941], [-4.076, 3.118, 1.885], [-2.772, 4.678, 0.493], [-0.909, 5.028, -1.180], [0.930, 4.015, -2.524], [1.249, 1.542, -2.472], [-1.177, -4.399, -0.352], [0.157, -3.666, -0.211], [0.243, -2.609, -1.236], [0.050, -2.219, -2.330], [-1.285, -5.162, 0.420], [-1.245, -4.879, -1.330], [-1.996, -3.687, -0.270], [0.995, -4.353, -0.368], [0.267, -3.225, 0.787]],
  "mulliken_charge": [-1.04, -1.66, 1.02, -0.68, -0.83, -0.04, 0.08, -0.61, 1.58, -0.67, -0.93, -0.11, -0.82, 0.38, -0.88, -0.37, 0.37, 0.34, 0.34, 0.32, 0.41, 0.38, 0.22, 0.32, 0.31, 0.15, 0.15, -0.88, -0.42, -0.95, 1.05, -0.68, -0.80, -0.16, -0.15, 0.59, -0.15, 0.39, 0.32, 0.34, 0.31, 0.35, 0.36, 0.50, -1.57, 0.75, 0.82, -0.90, 0.42, 0.33, 0.36, -0.04, 0.03],
  "molar_mass_g_mol": 532.92,
  "relative_energy_ev": 1.697,
  "homo_lumo_gap_ev": 4.955,
  "homo_energy_ev": -0.109,
  "multiplicity": 1,
  "total_charge": -2
}